1.
31
Properties=species:S:1:pos:R:3:forces:R:3:mulliken_charge:R:1 method="wB97M-V/def2-TZVPD" s_squared=8.760 molar_mass_g_mol=555.15 fmax_ev_per_a=5.2 e_lumo_ev="4.9 / 4.6" spin_multiplicity=6 charge=-2 homo_lumo_gap_ha="0.3231 / 0.3065"
Fe -24.128514 -7.240270 -25.286669 1.2 2.4 -2.0 1.23
O -24.030340 -5.427783 -24.923170 -0.1 -0.3 0.8 -0.73
H -23.708898 -4.600603 -25.278005 0.0 -0.2 -0.4 0.18
O -26.657140 -5.700784 -28.230010 0.4 0.1 0.3 -0.58
C -25.465850 -6.401070 -28.130251 0.7 -0.9 0.2 0.47
O -24.813979 -6.652341 -29.120715 -0.3 0.4 -0.2 -0.65
O -25.211246 -6.750076 -26.915008 -0.2 -0.1 0.3 -0.28
H -26.849198 -5.549372 -27.293519 -0.4 0.0 -0.1 0.36
O -20.341988 -6.670505 -25.351355 0.0 -0.8 -0.1 -0.52
C -21.589511 -7.185878 -25.438263 -2.7 1.2 0.8 0.91
O -22.162628 -7.552478 -24.363809 0.8 -0.4 0.3 -0.66
O -22.312724 -7.066838 -26.450176 1.2 -0.1 -0.9 -0.59
H -20.162928 -6.817936 -24.411360 0.3 0.1 0.0 0.32
N -25.253248 -7.505948 -23.610337 -1.4 -2.4 3.4 0.39
S -25.105320 -8.809467 -22.499832 3.7 -1.9 -0.2 0.85
O -25.927497 -9.958446 -22.622687 -0.7 0.6 -0.5 -0.49
O -24.702798 -8.430723 -21.178194 -0.9 1.0 -0.2 -0.62
F -23.726805 -9.308829 -23.091486 -0.3 0.2 -0.2 -0.21
S -26.605420 -6.891635 -22.990491 -2.6 2.8 -2.7 0.93
O -26.417705 -5.831529 -22.062789 0.4 -0.3 0.3 -0.60
O -27.682732 -7.810472 -22.828009 0.5 -0.7 1.1 -0.60
F -27.167944 -6.153427 -24.303389 0.9 0.2 0.2 -0.31
N -24.258557 -9.265899 -25.838554 -1.8 -3.1 -1.9 0.39
S -23.360474 -10.452159 -26.453919 4.8 -0.8 1.8 0.83
O -23.219695 -10.657560 -27.850608 -0.7 0.6 -0.5 -0.60
O -23.397599 -11.631389 -25.638338 -0.7 0.0 -0.2 -0.64
F -21.932403 -9.861444 -26.036850 -0.4 0.2 -0.2 -0.31
S -25.739925 -9.995557 -26.286384 -2.6 3.5 2.0 0.91
O -26.232429 -11.037314 -25.459451 0.8 -0.8 -0.4 -0.57
O -25.972331 -9.941324 -27.677828 0.2 -0.6 -0.6 -0.57
F -26.606032 -8.777872 -25.717574 0.2 -0.1 -0.3 -0.24

---

2.
17
Properties=species:S:1:pos:R:3:forces:R:3:mulliken_charge:R:1 method="wB97M-V/def2-TZVPD" molar_mass_g_mol=108.12 fmax_ev_per_a=3.2 e_lumo_ev=4.2 de_lowest_kj_mol=35.2 charge=-1 homo_lumo_gap_ha=0.2888
N 1.157932 1.729411 1.301413 -0.4 -0.6 1.0 -0.68
C 0.996600 0.347683 0.789966 0.8 1.3 0.3 0.31
C 0.355018 0.322943 -0.598584 -2.7 -1.4 -1.2 -0.58
O -0.961834 -0.266643 -0.644906 0.5 -0.3 1.1 -0.98
C 0.277447 -0.510244 1.863591 0.2 0.6 -2.1 -0.57
O -0.122497 -1.682452 1.233195 -0.9 -0.5 -0.2 -0.67
H 1.968349 2.236059 1.003455 0.0 0.1 -0.5 0.19
H 0.299477 2.247698 1.191811 0.1 0.2 -0.2 0.22
H 2.019597 -0.043941 0.742224 -0.1 -0.1 -0.2 0.32
H 0.141771 1.290291 -1.073370 1.0 0.6 0.5 0.30
H 0.949517 -0.246406 -1.318502 0.7 0.0 0.0 0.16
H -0.716536 -1.276854 0.402369 0.9 -0.1 0.4 0.39
H 1.043911 -0.661936 2.624403 -0.5 -0.2 0.5 0.32
H -0.591220 0.073843 2.184992 0.0 0.1 0.6 0.24
H -1.590342 -0.647800 -2.404165 0.5 0.7 0.3 0.39
H -1.371272 0.727072 -3.015782 0.1 0.0 0.3 0.27
O -1.508000 -0.185470 -3.266690 -0.4 -0.5 -0.8 -0.65

---

3.
81
Properties=species:S:1:pos:R:3:forces:R:3:mulliken_charge:R:1 method="wB97M-V/def2-TZVPD" molar_mass_g_mol=658.04 fmax_ev_per_a=0.9 e_lumo_ev=1.8 de_lowest_kj_mol=0.0 charge=-1 homo_lumo_gap_ha=0.2241
O 4.841154 -0.235553 4.983839 0.2 0.8 -0.4 -0.47
B 4.264868 -0.980869 3.968022 0.0 -0.2 0.0 0.25
O 2.876492 -1.178373 4.163560 0.0 -0.4 0.4 -0.38
Ga 5.243776 -1.581136 2.154625 0.1 -0.1 0.2 -0.06
H 4.237367 0.446527 5.313869 -0.1 -0.4 0.3 0.27
H 2.697777 -2.103476 3.953833 -0.1 0.3 -0.5 0.22
H 4.263723 -2.589126 1.337039 0.0 0.0 0.0 -0.25
H 6.690577 -2.244342 2.398152 0.0 -0.1 -0.1 -0.24
H 5.431713 -0.220215 1.295147 0.0 0.0 -0.1 -0.28
C -1.044908 3.868271 6.348362 0.0 0.0 0.0 -0.70
O -1.449819 2.558813 5.943799 0.1 -0.1 0.0 -0.23
C -0.436420 1.703095 5.733008 0.0 0.1 0.0 0.70
O 0.729775 1.958661 5.869894 -0.1 -0.1 0.0 -0.56
O -0.964767 0.546640 5.351657 0.1 -0.1 0.0 -0.22
C -0.014396 -0.497991 5.050094 -0.1 0.0 0.0 -0.69
H -1.968732 4.425641 6.470416 0.0 0.0 0.0 0.20
H -0.492657 3.825946 7.285793 0.0 0.0 0.0 0.29
H -0.416575 4.327161 5.586779 0.0 0.0 0.0 0.32
H 0.589069 -0.728944 5.924025 0.0 0.0 0.0 0.28
H 0.645383 -0.219347 4.233987 0.0 0.1 0.0 0.36
H -0.629178 -1.349364 4.772857 0.0 0.0 0.0 0.24
C -4.073530 0.633557 4.562892 0.0 0.0 0.0 -0.50
O -5.158184 1.096279 3.734874 0.0 0.0 0.0 -0.34
C -5.617810 2.300198 4.043353 0.0 0.1 0.0 0.76
O -5.233054 3.012901 4.934961 0.0 -0.1 -0.1 -0.55
O -6.603856 2.604382 3.186595 0.0 0.0 0.1 -0.33
C -7.191782 3.894731 3.396080 0.0 0.0 0.0 -0.74
H -3.824009 -0.351120 4.182011 0.0 0.0 0.0 0.23
H -3.218447 1.297663 4.489471 0.0 0.0 0.0 0.22
H -4.395710 0.572767 5.600265 0.0 0.0 0.0 0.30
H -6.443004 4.676769 3.283746 0.0 0.0 0.0 0.33
H -7.629431 3.955893 4.390584 0.0 0.0 0.0 0.36
H -7.955401 3.990269 2.630038 0.0 0.0 0.0 0.22
C 5.932706 -6.507984 -2.024857 0.1 0.1 0.1 -0.53
O 6.608711 -7.266944 -1.002997 -0.1 0.2 0.1 -0.35
C 6.871409 -6.534246 0.093977 0.0 0.1 -0.2 0.76
O 6.676830 -5.355390 0.214077 0.0 -0.2 -0.1 -0.50
O 7.395064 -7.330088 1.029732 0.0 0.0 0.0 -0.35
C 7.708095 -6.626599 2.244918 0.0 -0.1 0.0 -0.59
H 5.842286 -7.145686 -2.898461 0.1 -0.1 0.1 0.27
H 4.949984 -6.205150 -1.669259 0.0 0.0 0.0 0.28
H 6.500687 -5.613519 -2.264972 0.0 0.0 -0.1 0.23
H 6.813090 -6.172756 2.664672 0.0 0.0 0.0 0.30
H 8.436080 -5.841122 2.054089 0.0 0.0 0.0 0.29
H 8.114750 -7.380329 2.912445 0.0 0.0 0.0 0.19
C -9.695845 6.139012 -2.045421 0.0 0.0 0.0 -0.63
O -9.184152 5.436982 -0.907824 0.0 0.0 0.0 -0.33
C -8.280342 4.497822 -1.205088 0.0 0.0 -0.1 0.73
O -7.897647 4.224040 -2.313880 0.0 0.0 0.1 -0.55
O -7.884062 3.925939 -0.073249 0.0 0.0 0.0 -0.20
C -6.897781 2.892363 -0.231393 0.0 0.0 0.0 -0.53
H -10.405787 6.855083 -1.643501 0.0 0.0 0.0 0.21
H -8.892342 6.650140 -2.572292 0.0 0.0 0.0 0.29
H -10.190106 5.450984 -2.728712 0.0 0.0 0.0 0.29
H -5.995685 3.294912 -0.687555 0.0 0.0 0.0 0.33
H -7.286878 2.086192 -0.849655 0.0 0.0 0.0 0.32
H -6.691969 2.537838 0.772974 0.0 0.0 0.0 0.08
C 3.447546 -2.338748 -5.941760 -0.1 0.0 0.0 -0.67
O 3.977382 -1.635983 -4.819866 0.1 0.0 0.0 -0.31
C 4.530319 -2.422816 -3.881712 0.0 -0.1 0.2 0.77
O 4.599331 -3.626678 -3.949645 0.0 0.0 -0.1 -0.56
O 4.965250 -1.661962 -2.899270 0.0 0.0 0.0 -0.35
C 5.524144 -2.369883 -1.763865 0.1 0.0 0.0 -0.40
H 3.035818 -1.572418 -6.593212 0.0 0.0 0.0 0.19
H 4.221663 -2.900679 -6.462368 0.0 0.0 0.0 0.31
H 2.659704 -3.023915 -5.632334 0.0 0.0 0.0 0.33
H 6.385189 -2.956533 -2.079166 0.0 0.0 0.0 0.22
H 4.779272 -3.018102 -1.312406 0.0 0.0 0.0 0.27
H 5.811978 -1.599448 -1.058425 0.0 0.0 0.1 0.16
C -1.435178 1.475603 -9.303740 0.0 0.0 0.0 -0.62
O -0.906929 2.137921 -8.151026 0.0 0.0 0.0 -0.32
C -0.347401 1.317171 -7.256428 0.0 -0.1 0.0 0.81
O -0.267091 0.119246 -7.365789 0.0 0.1 0.0 -0.55
O 0.100013 2.044976 -6.240502 0.0 0.0 0.0 -0.32
C 0.716515 1.285565 -5.188779 0.1 0.0 0.1 -0.52
H -1.847812 2.266062 -9.922953 0.0 0.0 0.0 0.21
H -0.647201 0.944457 -9.834559 0.0 0.0 0.0 0.29
H -2.211515 0.768853 -9.016594 0.0 0.0 0.0 0.29
H 1.573904 0.733316 -5.566858 0.0 0.0 0.0 0.21
H 0.003669 0.591514 -4.748888 0.0 0.0 0.0 0.29
H 1.034333 2.014686 -4.451247 0.0 0.0 0.0 0.23

---

4.
12
Properties=species:S:1:pos:R:3:forces:R:3:mulliken_charge:R:1 method="wB97M-V/def2-TZVPD" molar_mass_g_mol=99.09 fmax_ev_per_a=9.4 e_lumo_ev=0.6 de_lowest_kj_mol=457.7 charge=0 homo_lumo_gap_ha=0.4089
C 1.689333 -0.242626 0.093071 8.0 3.6 -3.5 0.15
C 0.509986 -0.152545 0.897389 3.7 -1.3 7.4 0.40
C -0.803103 -0.619960 -0.464743 -3.0 -1.3 -5.8 -0.59
C -0.696133 0.938238 -0.411255 -6.1 -3.4 4.7 -0.29
H 0.915205 -0.329609 2.025696 -0.9 0.5 -2.4 0.26
H -0.248273 -1.149422 -1.192832 0.4 0.8 -2.8 0.30
H -1.829056 -0.996057 -0.647015 0.2 0.6 0.4 0.39
H -0.166242 1.472378 -1.020539 2.5 2.6 -4.5 0.39
H -1.830302 1.117781 -0.304730 1.9 1.2 -0.4 0.25
N 2.746343 0.106780 -0.390507 -5.6 -2.5 2.3 -0.48
O -0.239894 -1.283826 0.551265 -0.3 1.9 5.0 -0.40
O -0.047863 1.138863 0.864201 -0.7 -2.6 -0.4 -0.38

---

5.
14
Properties=species:S:1:pos:R:3:forces:R:3:mulliken_charge:R:1 method="wB97M-V/def2-TZVPD" s_squared=0.751 molar_mass_g_mol=64.11 fmax_ev_per_a=2.1 e_lumo_ev="0.9 / 0.5" spin_multiplicity=2 de_lowest_kj_mol=50.3 charge=0 homo_lumo_gap_ha="0.1514 / 0.4569"
C 0.214640 -1.311879 0.954568 1.9 -0.5 -0.7 -1.12
C 1.158415 -0.084077 0.673094 -1.5 -1.2 0.3 -1.11
N 0.396728 1.024196 -0.002549 1.2 -0.8 -0.3 -1.73
H 0.576645 -1.735585 1.890699 -0.5 -0.1 0.2 0.26
H -0.866284 -1.274415 0.900801 0.0 0.6 0.3 0.58
H 0.526741 -2.035543 0.190928 -0.4 -0.2 0.1 0.31
H 1.612730 0.198313 1.613824 0.0 0.7 -0.2 0.61
H 1.905291 -0.443548 -0.033870 0.2 0.4 0.1 0.35
H 0.558856 0.862317 -1.043154 -0.5 0.3 0.2 0.68
H 0.794781 1.949320 0.238783 -0.1 0.3 0.1 0.81
H -0.599163 0.956667 0.236445 -0.2 0.4 -0.1 0.43
H -2.010025 -0.176259 -1.773501 -0.1 0.8 -0.2 0.34
H -2.534495 1.309164 -2.002098 0.5 -0.7 0.1 0.40
O -1.734860 0.761329 -1.843971 -0.6 -0.1 0.0 -0.83

---

6.
10
Properties=species:S:1:pos:R:3:forces:R:3:mulliken_charge:R:1 method="wB97M-V/def2-TZVPD" molar_mass_g_mol=93.13 fmax_ev_per_a=1.4 e_lumo_ev=3.5 de_lowest_kj_mol=61.8 charge=-1 homo_lumo_gap_ha=0.2739
C -1.144217 -1.075775 0.684859 -0.4 -0.7 0.1 -0.76
S -1.259359 0.511435 1.531530 -0.4 -0.4 0.3 -0.22
H -0.191811 -1.592749 0.803347 0.1 0.4 0.1 0.27
H -1.332225 -0.985474 -0.379568 0.0 0.2 0.0 0.26
H -1.899232 -1.703378 1.166921 -0.1 0.0 -0.2 0.31
O 0.293794 0.604538 -1.395073 0.4 -0.9 0.2 -0.56
C 1.495310 0.933030 -1.241752 -0.5 1.3 0.0 -0.08
O 2.489633 0.376454 -0.743962 -0.4 -0.4 -0.1 -0.63
H 1.624434 2.009371 -1.573238 0.6 0.0 -0.1 0.31
H -0.076328 0.922548 1.146935 0.7 0.5 -0.3 0.09